[1]
{
  "formula": "C7H11N4O4",
  "method": "the ωB97M-V functional and the def2-TZVPD basis",
  "symbols": ["C", "C", "C", "C", "C", "C", "C", "N", "N", "N", "N", "O", "O", "O", "O", "H", "H", "H", "H", "H", "H", "H", "H", "H", "H", "H"],
  "positions_angstrom": [[2.34, -3.18, 0.71], [0.22, -1.12, 0.21], [2.53, -1.91, 0.29], [1.50, -1.18, -0.40], [-3.80, 2.48, 0.37], [3.84, -1.37, 0.35], [-3.84, 2.91, -0.94], [-1.76, 0.03, -0.57], [1.85, -0.38, -1.39], [-3.29, 2.36, 1.53], [-0.84, -0.53, -0.21], [2.87, -0.10, -1.97], [0.73, -0.06, -2.19], [-2.51, 1.27, 1.83], [-3.83, 3.02, 2.50], [3.08, -3.75, 1.13], [1.43, -3.79, 0.68], [0.06, -1.66, 1.16], [4.55, -1.86, -0.28], [3.73, -0.31, 0.29], [4.24, -1.47, 1.37], [-4.30, 2.16, -1.71], [-2.79, 3.30, -1.38], [-4.55, 3.79, -1.12], [1.10, 0.16, -3.08], [-2.54, 1.18, 2.83]],
  "charge": 1,
  "orbital_gap_ha": [0.2046, 0.1549],
  "e_homo_ev": [-10.8370, -11.2777],
  "multiplicity": 3,
  "largest_force_ev_per_a": 6.34,
  "lumo_energy_ev": [-5.27, -7.06],
  "s2": 2.095,
  "total_energy_ha": -792.56951
}

[2]
{
  "formula": "C7H11N6O",
  "method": "the ωB97M-V functional and the def2-TZVPD basis",
  "symbols": ["C", "C", "C", "C", "C", "C", "C", "N", "N", "N", "N", "N", "N", "O", "H", "H", "H", "H", "H", "H", "H", "H", "H", "H", "H"],
  "positions_angstrom": [[5.50, -0.37, -0.31], [3.50, -0.31, -0.10], [0.14, 2.65, 0.36], [-0.59, 0.67, -0.11], [-3.75, -1.52, -0.22], [-1.49, -0.44, -0.48], [-2.84, -0.40, 0.27], [4.45, 0.33, -0.70], [3.76, -1.34, 0.63], [1.14, 1.83, 0.38], [0.71, 0.63, 0.09], [5.10, -1.37, 0.50], [-0.98, 1.96, 0.05], [-3.43, 0.87, 0.07], [6.51, -0.15, -0.60], [0.19, 3.70, 0.56], [-3.25, -2.48, -0.13], [-4.66, -1.56, 0.38], [-4.01, -1.37, -1.26], [-0.99, -1.39, -0.28], [-1.69, -0.38, -1.56], [-2.64, -0.53, 1.34], [5.64, -2.09, 0.97], [-1.95, 2.27, -0.01], [-4.38, 0.79, 0.17]],
  "charge": 1,
  "orbital_gap_ha": [0.2839, 0.2072],
  "e_homo_ev": [-13.6453, -13.4018],
  "largest_force_ev_per_a": 1.36,
  "lumo_energy_ev": [-5.92, -7.76],
  "total_energy_ha": -676.69772
}

[3]
{
  "formula": "C7H11NO2",
  "method": "the ωB97M-V functional and the def2-TZVPD basis",
  "symbols": ["C", "C", "C", "C", "C", "C", "C", "N", "O", "O", "H", "H", "H", "H", "H", "H", "H", "H", "H", "H", "H"],
  "positions_angstrom": [[-1.97, -0.49, -0.14], [-0.63, -0.34, -0.27], [-2.98, 0.49, 0.33], [-1.94, -1.99, -0.45], [-0.37, -1.77, -0.77], [0.01, 1.56, 1.10], [1.51, 0.75, -0.75], [0.33, 0.61, 0.05], [-2.63, 1.81, 0.11], [-4.15, 0.41, 0.68], [-1.93, -2.46, 0.46], [-2.62, -2.34, -1.23], [-0.18, -1.93, -1.78], [0.22, -2.43, -0.10], [-0.25, 1.10, 2.02], [0.97, 2.03, 1.51], [-0.75, 2.36, 0.76], [1.75, 1.82, -0.76], [2.35, 0.11, -0.31], [1.37, 0.41, -1.75], [-1.99, 1.85, -0.71]],
  "smiles": "CN(C)C1=C(C(=O)O)CC1",
  "charge": 0,
  "orbital_gap_ha": 0.3273,
  "e_homo_ev": -8.4012,
  "largest_force_ev_per_a": 3.52,
  "lumo_energy_ev": 0.50,
  "total_energy_ha": -478.47325
}

[4]
{
  "formula": "C7H11NO3",
  "method": "the ωB97M-V functional and the def2-TZVPD basis",
  "symbols": ["C", "C", "O", "N", "C", "C", "C", "C", "O", "C", "O", "H", "H", "H", "H", "H", "H", "H", "H", "H", "H", "H"],
  "positions_angstrom": [[2.47, -0.59, -0.01], [1.68, -0.05, 1.15], [2.02, -0.27, 2.29], [0.49, 0.73, 0.90], [0.72, 1.84, -0.01], [-0.63, -0.13, 0.53], [-0.79, -0.74, -0.86], [-2.33, -1.03, -0.87], [-2.86, -0.60, 0.39], [-2.01, 0.38, 0.85], [-2.37, 1.40, 1.37], [2.40, 0.04, -0.89], [2.05, -1.55, -0.29], [3.49, -0.74, 0.30], [0.15, 2.70, 0.31], [0.48, 1.64, -1.05], [1.76, 2.14, 0.02], [-0.54, -1.00, 1.19], [-0.59, -0.07, -1.68], [-0.23, -1.65, -1.00], [-2.56, -2.07, -1.04], [-2.78, -0.39, -1.62]],
  "smiles": "CC(=O)N(C)[C@@H]1CCOC1=O",
  "charge": 0,
  "orbital_gap_ha": 0.3671,
  "e_homo_ev": -9.4601,
  "largest_force_ev_per_a": 1.70,
  "lumo_energy_ev": 0.53,
  "total_energy_ha": -553.78006
}

[5]
{
  "formula": "C7H11NO3P",
  "method": "the ωB97M-V functional and the def2-TZVPD basis",
  "symbols": ["C", "C", "C", "C", "C", "C", "C", "N", "O", "O", "O", "P", "H", "H", "H", "H", "H", "H", "H", "H", "H", "H", "H"],
  "positions_angstrom": [[-1.53, 2.55, -0.86], [-0.72, 1.49, -1.62], [-2.33, 0.24, 0.32], [-0.03, -0.41, 1.50], [-1.36, 1.21, -0.29], [-1.13, 0.78, 1.11], [0.79, -1.34, 0.58], [0.26, -2.13, -0.27], [3.31, -1.24, 1.90], [2.90, -2.69, -0.22], [3.00, 0.02, -0.30], [2.68, -1.43, 0.58], [-0.96, 3.44, -0.58], [-2.47, 2.80, -1.45], [-1.24, 1.10, -2.55], [0.28, 1.52, -1.65], [-3.39, 0.72, 0.50], [-2.21, -0.78, -0.02], [0.88, -0.12, 2.13], [-0.79, -0.98, 2.11], [3.78, 0.25, 0.25], [-0.72, -2.40, -0.36], [1.00, -2.63, -0.82]],
  "charge": -1,
  "orbital_gap_ha": [0.2171, 0.2171],
  "e_homo_ev": [-2.6679, -2.6686],
  "largest_force_ev_per_a": 4.46,
  "lumo_energy_ev": [3.24, 3.24],
  "total_energy_ha": -895.09814
}

[6]
{
  "formula": "C7H11NO4S",
  "method": "the ωB97M-V functional and the def2-TZVPD basis",
  "symbols": ["C", "C", "C", "C", "C", "C", "C", "N", "O", "O", "O", "O", "S", "H", "H", "H", "H", "H", "H", "H", "H", "H", "H", "H"],
  "positions_angstrom": [[1.15, -2.02, -0.21], [-0.95, 1.26, -1.78], [-1.71, -0.61, -1.29], [-0.38, 0.06, -1.09], [2.52, -2.48, 0.11], [-1.37, 1.80, 1.60], [-0.25, 0.85, 1.40], [1.01, 1.22, 1.21], [1.83, 0.26, 1.01], [0.09, -2.46, 0.10], [1.35, 2.40, 1.13], [-2.20, 0.57, -1.92], [1.22, -0.45, -1.18], [-1.05, 2.16, -1.17], [-0.49, 1.53, -2.73], [-1.67, -1.46, -1.97], [-2.28, -0.88, -0.40], [2.50, -3.47, 0.54], [2.92, -1.76, 0.82], [3.15, -2.45, -0.77], [-0.98, 2.82, 1.60], [-1.86, 1.60, 2.56], [-2.13, 1.69, 0.83], [-0.41, -0.21, 1.60]],
  "charge": 0,
  "orbital_gap_ha": [0.2647, 0.2642],
  "e_homo_ev": [-8.2621, -8.2533],
  "largest_force_ev_per_a": 2.21,
  "lumo_energy_ev": [-1.06, -1.07],
  "total_energy_ha": -1027.00219
}